## a
ORCA calculation (ωB97M-V/def2-TZVPD) on a structure of composition C13H11Br3N2O4.

Positions of all 33 atoms, in Å:
C -3.845 -4.989 1.778
Br -2.483 -4.361 3.052
Br -5.270 -5.765 2.845
Br -3.099 -6.379 0.481
H -4.265 -4.129 1.257
C -2.435 2.783 -3.249
C -1.775 3.674 -2.468
C -1.977 3.515 -1.132
C -2.970 2.670 -0.625
C -3.689 1.879 -1.472
C -3.426 1.945 -2.810
N -3.321 2.756 0.849
O -4.431 2.208 1.199
O -2.584 3.479 1.561
H -2.244 2.877 -4.308
H -1.030 4.307 -2.927
H -1.381 4.084 -0.434
H -4.446 1.234 -1.048
H -3.862 1.227 -3.490
C 3.806 -2.755 1.288
C 3.625 -2.372 -0.008
C 3.944 -1.060 -0.355
C 4.429 -0.165 0.540
C 4.722 -0.561 1.843
C 4.356 -1.859 2.195
N 4.579 1.335 0.078
O 4.295 1.607 -1.017
O 4.923 2.207 0.859
H 3.459 -3.641 1.799
H 3.111 -2.972 -0.744
H 3.826 -0.780 -1.391
H 5.030 0.127 2.616
H 4.426 -2.128 3.239

The calculation puts the HOMO energy at -0.375 hartree. The LUMO energy is -0.75 eV. Its net charge is 0. For the HOMO-LUMO gap, the calculation gives 9.45 eV.

***

## b
ORCA calculation (ωB97M-V/def2-TZVPD) on a structure of composition C13H11Br3N2O4.

Positions of all 33 atoms, in Å:
C -0.317 0.652 -1.088
Br -0.262 2.100 0.235
Br -0.969 -1.007 -0.188
Br 1.437 0.097 -1.931
H -0.974 0.878 -1.927
C -1.137 -2.802 -3.376
C 0.089 -3.164 -2.909
C 0.805 -4.121 -3.564
C 0.295 -4.635 -4.739
C -0.994 -4.351 -5.117
C -1.719 -3.401 -4.446
N 1.025 -5.703 -5.471
O 0.518 -6.110 -6.541
O 2.166 -6.000 -5.075
H -1.603 -1.981 -2.852
H 0.466 -2.742 -1.989
H 1.837 -4.286 -3.293
H -1.392 -4.886 -5.967
H -2.618 -3.177 -5.000
C -0.126 5.510 3.642
C 0.099 5.557 4.995
C 0.267 4.404 5.767
C 0.401 3.180 5.144
C 0.265 3.087 3.781
C -0.023 4.262 2.982
N 0.672 1.927 5.923
O 1.137 2.066 7.048
O 0.427 0.883 5.413
H -0.516 6.361 3.104
H -0.023 6.548 5.408
H 0.321 4.391 6.846
H 0.582 2.186 3.276
H -0.135 4.276 1.908

The calculation puts the HOMO energy at -0.372 hartree. The LUMO energy is -0.88 eV. Its net charge is 0. For the HOMO-LUMO gap, the calculation gives 9.24 eV.

***

Q: Which of them is the most stable? A: b.

***

## a
ORCA calculation (ωB97M-V/def2-TZVPD) on the molecule CH2F3NP2.

Positions of all 9 atoms, in Å:
C -1.195 -0.198 -0.908
P -0.279 1.100 -0.308
F -1.029 2.483 -0.030
N 0.918 0.876 0.710
P 1.492 -0.625 0.361
F 0.437 -1.549 1.225
F 2.538 -0.602 1.490
H -2.161 -0.267 -1.447
H -0.721 -1.217 -1.091

Its structure (SMILES) is C=[P@]1(F)N=P1(F)F. The calculation puts the HOMO energy at -0.356 hartree. The LUMO energy is -1.40 eV. Its net charge is 0. For the HOMO-LUMO gap, the calculation gives 8.27 eV.

***

## b
ORCA calculation (ωB97M-V/def2-TZVPD) on a structure of composition CH2F3NP2.

Positions of all 9 atoms, in Å:
C 0.740 0.455 -0.228
N -1.261 -0.726 1.604
F 1.916 -1.673 0.746
F -1.650 1.462 -0.058
F -1.469 -0.544 -1.277
P 1.310 -1.179 -0.638
P -1.041 -0.099 0.250
H 0.540 1.204 -0.974
H 0.915 1.099 0.575

The calculation puts the HOMO energy (alpha / beta) at -0.371 / -0.336 hartree. The LUMO energy (alpha / beta) is -2.60 / -3.25 eV. Its net charge is 0. For the HOMO-LUMO gap (alpha / beta), the calculation gives 7.49 / 5.89 eV.

***

Q: Which of them is the most stable? A: a.

***

## a
ORCA calculation (ωB97M-V/def2-TZVPD) on the molecule C5H6OS.

Positions of all 13 atoms, in Å:
C 0.007 1.552 0.465
C 0.119 0.338 -0.457
C -1.117 -0.562 -0.414
C -0.738 -1.705 0.114
O 0.564 -1.722 0.418
C 1.193 -0.648 -0.039
S 2.813 -0.458 -0.102
H -0.878 2.158 0.147
H -0.068 1.131 1.505
H 1.007 2.070 0.356
H 0.409 0.611 -1.449
H -2.046 -0.138 -0.792
H -1.265 -2.626 0.247

Its structure (SMILES) is C[C@@H]1C=COC1=S. The calculation puts the HOMO energy at -0.324 hartree. The LUMO energy is 0.25 eV. Its net charge is 0. For the HOMO-LUMO gap, the calculation gives 9.07 eV.

***

## b
ORCA calculation (ωB97M-V/def2-TZVPD) on the molecule C5H6OS.

Positions of all 13 atoms, in Å:
O -1.202 -2.220 -0.264
C -0.666 -1.194 -0.038
C -1.182 0.268 0.103
C 0.085 1.151 -0.038
C 1.153 0.128 -0.465
S 2.563 -0.868 -0.015
C 0.807 -1.049 0.324
H -1.682 0.335 1.071
H -1.973 0.536 -0.607
H 0.245 1.689 0.915
H 0.058 1.929 -0.807
H 1.051 0.104 -1.570
H 0.745 -0.809 1.390

Its structure (SMILES) is O=C1CC[C@H]2S[C@H]12. The calculation puts the HOMO energy at -0.330 hartree. The LUMO energy is 0.41 eV. Its net charge is 0. For the HOMO-LUMO gap, the calculation gives 9.38 eV.

***

Q: Which of them is the most stable? A: a.